Record 1
{
  "formula": "C14H6F11N3O8S3Zr",
  "method": "the ωB97M-V functional and the def2-TZVPD basis",
  "symbols": ["Zr", "O", "C", "O", "C", "C", "N", "N", "C", "C", "O", "O", "H", "H", "H", "F", "C", "F", "F", "S", "O", "O", "N", "S", "O", "O", "C", "F", "F", "F", "F", "C", "C", "F", "C", "F", "C", "S", "C", "F", "C", "F", "C", "H", "H", "H"],
  "coordinates": [[0.24881, -0.53433, -0.04450], [5.19081, -0.09370, 3.44834], [4.16364, -0.37285, 4.23940], [4.28895, -0.58001, 5.41681], [2.82021, -0.43455, 3.59860], [1.63087, -0.57736, 4.28942], [0.63919, -0.56352, 3.38843], [1.11201, -0.43410, 2.14593], [2.42808, -0.35928, 2.25727], [3.15305, -0.29196, 0.95126], [4.32128, 0.02480, 0.88299], [2.36810, -0.59818, -0.03385], [4.92847, 0.09985, 2.51529], [1.44907, -0.67673, 5.34642], [-0.36079, -0.61553, 3.52961], [-0.21401, 0.78501, -4.43087], [1.01341, 0.29120, -4.54320], [0.96845, -0.88393, -5.14419], [1.77216, 1.12295, -5.23171], [1.73829, 0.07207, -2.86111], [0.69096, -0.74882, -2.18453], [2.99260, -0.55064, -3.04034], [1.76554, 1.51844, -2.33548], [1.20652, 2.39447, -1.19234], [0.96973, 1.68550, 0.07252], [1.86609, 3.64074, -1.10376], [-0.54057, 2.66472, -1.73337], [-1.11829, 1.42842, -1.76551], [-1.20904, 3.41848, -0.88946], [-0.60309, 3.18687, -2.94371], [-6.35496, -0.57372, -2.12734], [-5.31498, -0.39168, -1.31704], [-4.08571, -0.94929, -1.63184], [-3.93079, -1.66750, -2.74054], [-3.03507, -0.73759, -0.76798], [-1.82468, -1.30026, -1.08760], [-3.11984, 0.00710, 0.39443], [-1.72547, 0.28058, 1.42842], [-4.36654, 0.54739, 0.68277], [-4.53700, 1.27531, 1.78475], [-5.45264, 0.35286, -0.15711], [-6.63371, 0.88665, 0.14484], [0.19238, -2.65324, 0.63293], [-0.19893, -3.24580, -0.20587], [-0.47293, -2.80674, 1.48331], [1.18037, -3.04211, 0.87953]],
  "nbo_charge": [2.14, -0.67, 0.78, -0.57, -0.24, 0.06, -0.30, -0.34, 0.08, 0.80, -0.59, -0.81, 0.51, 0.25, 0.44, -0.30, 0.75, -0.29, -0.29, 2.29, -1.01, -0.84, -1.25, 2.30, -0.96, -0.85, 0.73, -0.32, -0.28, -0.29, -0.27, 0.27, 0.29, -0.27, 0.29, -0.30, -0.25, -0.27, 0.32, -0.28, 0.32, -0.28, -1.21, 0.23, 0.24, 0.24],
  "multiplicity": 1,
  "e_above_lowest_kj_mol": 19.0
}


Record 2
{
  "formula": "C14H7MnN2O5S2",
  "method": "the ωB97M-V functional and the def2-TZVPD basis",
  "symbols": ["Mn", "O", "C", "C", "C", "N", "C", "C", "C", "O", "O", "C", "O", "O", "H", "H", "H", "S", "C", "N", "C", "C", "C", "C", "C", "C", "S", "H", "H", "H", "H"],
  "coordinates": [[-0.36888, 0.38792, 0.31290], [4.77703, -0.44018, 3.01621], [3.55630, -0.38225, 2.46384], [2.41002, -0.08441, 3.22155], [1.21809, -0.02963, 2.55383], [1.19037, -0.26023, 1.25262], [2.24620, -0.54511, 0.50728], [3.48367, -0.63160, 1.09002], [1.82529, -0.74672, -0.92529], [2.48126, -1.30213, -1.74720], [0.54651, -0.32479, -1.10149], [-0.16366, 0.30854, 3.07045], [-0.41673, 0.43076, 4.23047], [-1.04308, 0.41642, 2.05693], [4.73742, -0.24133, 3.95973], [2.44704, 0.10266, 4.28792], [4.36608, -0.86029, 0.50935], [2.31243, 2.28989, -1.21229], [1.21106, 2.87881, -0.12253], [-0.01093, 2.40848, 0.24790], [-0.66528, 3.25632, 1.17183], [-1.97070, 3.11756, 1.62783], [-2.47545, 4.03003, 2.53797], [-1.70050, 5.09935, 2.98508], [-0.41438, 5.27231, 2.50124], [0.08628, 4.34876, 1.59178], [1.61469, 4.33695, 0.76648], [-2.59658, 2.30568, 1.27958], [-3.48785, 3.91039, 2.90259], [-2.10938, 5.80283, 3.69884], [0.18486, 6.11938, 2.81138]],
  "nbo_charge": [1.69, -0.63, 0.38, -0.28, 0.13, -0.51, 0.15, -0.24, 0.77, -0.52, -0.74, 0.76, -0.53, -0.76, 0.49, 0.25, 0.27, -0.19, -0.12, -0.73, 0.19, -0.24, -0.21, -0.22, -0.20, -0.26, 0.40, 0.21, 0.22, 0.22, 0.22],
  "multiplicity": 5,
  "energy_ha": -2970.87576
}


Record 3
{
  "formula": "C14H8BrClCoIN2OSbSe4",
  "method": "the ωB97M-V functional and the def2-TZVPD basis",
  "symbols": ["Co", "Se", "Sb", "Se", "Se", "Se", "Cl", "C", "C", "C", "I", "C", "O", "C", "N", "C", "C", "C", "C", "H", "H", "H", "H", "Br", "C", "C", "C", "N", "C", "C", "H", "H", "H", "H"],
  "coordinates": [[-0.59106, 0.52234, 0.90589], [-1.65658, 5.86009, 3.59665], [-1.30852, 3.69877, 4.68678], [-2.83452, 0.94357, 3.74392], [-1.08394, 1.74218, 2.59469], [0.91365, 3.78961, 5.72050], [-1.87014, -5.16206, -2.59067], [-1.87571, -3.83380, -1.44656], [-2.88308, -3.78782, -0.50237], [-2.92333, -2.73740, 0.40463], [-4.46888, -2.66187, 1.82993], [-1.96736, -1.72041, 0.39280], [-1.96589, -0.68660, 1.19546], [-0.92411, -1.82104, -0.55954], [0.01927, -0.81450, -0.46608], [1.05206, -0.85431, -1.35371], [1.16059, -1.80786, -2.33670], [0.20781, -2.83035, -2.45346], [-0.86105, -2.86050, -1.51550], [-3.63531, -4.56357, -0.47779], [1.82040, -0.09868, -1.25051], [2.00479, -1.76079, -3.01442], [0.28438, -3.58370, -3.22369], [4.54904, 3.17961, -1.86642], [3.01691, 2.61284, -0.90596], [1.74927, 2.87257, -1.39841], [0.66561, 2.40778, -0.68537], [0.78165, 1.69421, 0.44331], [2.01295, 1.51463, 0.93934], [3.15588, 1.94476, 0.29886], [1.60622, 3.42274, -2.31646], [-0.34426, 2.60908, -1.01469], [2.06507, 1.01192, 1.89560], [4.12819, 1.75857, 0.72996]],
  "nbo_charge": [0.89, -0.86, 0.77, -0.15, -0.38, -0.87, -0.08, -0.11, -0.27, -0.22, 0.08, 0.28, -0.75, 0.08, -0.66, -0.03, -0.28, -0.34, -0.01, 0.22, 0.17, 0.19, 0.20, 0.05, -0.02, -0.29, 0.08, -0.43, 0.08, -0.29, 0.23, 0.23, 0.24, 0.24],
  "multiplicity": 4,
  "e_above_lowest_kj_mol": 351.8,
  "charge": -2
}


Record 4
{
  "formula": "C14H8Cl2F6N4O6PtS3",
  "method": "the ωB97M-V functional and the def2-TZVPD basis",
  "symbols": ["Pt", "N", "C", "C", "C", "C", "C", "C", "N", "C", "C", "C", "S", "C", "N", "H", "H", "H", "H", "H", "H", "H", "F", "C", "F", "F", "S", "O", "O", "N", "S", "O", "O", "C", "F", "F", "F", "Cl", "C", "Cl", "C", "O", "O", "H"],
  "coordinates": [[0.39089, 0.59964, -0.99326], [-0.13922, -0.54645, 3.11884], [-1.47894, -0.23341, 2.99495], [-2.54760, -0.34065, 3.87507], [-3.77882, 0.07108, 3.40842], [-3.94070, 0.57018, 2.10791], [-2.88111, 0.67771, 1.23292], [-1.63249, 0.25944, 1.68844], [-0.39916, 0.22254, 1.06589], [0.45506, -0.26239, 1.93785], [1.85370, -0.39124, 1.60015], [2.93377, -0.65266, 2.38793], [4.36702, -0.51156, 1.46909], [3.44162, -0.12131, 0.08284], [2.16747, -0.11157, 0.29742], [0.30296, -0.95328, 3.92379], [-2.42353, -0.73545, 4.87489], [-4.63819, 0.00517, 4.06171], [-4.92760, 0.87578, 1.78781], [-2.99442, 1.04393, 0.22386], [2.96476, -0.88687, 3.43903], [3.89818, 0.12177, -0.86332], [-0.23326, -2.54848, 0.05186], [-1.37572, -2.72329, -0.62988], [-1.40382, -3.97510, -1.06624], [-2.38697, -2.52958, 0.21323], [-1.51073, -1.54387, -2.07419], [-1.85433, -0.25352, -1.48828], [-2.47380, -2.12362, -2.94435], [-0.00148, -1.61747, -2.53241], [0.44768, -0.65205, -3.71326], [0.31510, 0.74788, -3.32798], [-0.02107, -1.00897, -5.00616], [2.27712, -1.04189, -3.68908], [2.53576, -2.05739, -4.50328], [2.66137, -1.39123, -2.45284], [2.98252, 0.01136, -4.06746], [-0.67169, 3.11708, -1.35922], [0.84093, 3.74775, -0.64814], [1.00603, 3.21635, 1.03635], [2.07056, 3.18344, -1.45138], [2.85419, 4.00572, -1.87642], [2.13068, 1.90680, -1.55257], [0.81727, 4.82966, -0.64050]],
  "nbo_charge": [1.24, -0.50, 0.10, -0.24, -0.19, -0.20, -0.20, 0.16, -0.53, 0.39, 0.05, -0.41, 0.51, -0.09, -0.46, 0.43, 0.22, 0.22, 0.22, 0.25, 0.25, 0.27, -0.32, 0.73, -0.30, -0.31, 2.24, -0.97, -0.88, -1.24, 2.22, -0.94, -0.88, 0.74, -0.30, -0.32, -0.29, 0.01, -0.31, -0.02, 0.75, -0.61, -0.77, 0.25],
  "multiplicity": 3,
  "e_above_lowest_kj_mol": 50.9
}